Formula: C21H28N4O4
Source: the OMol25 dataset
Level of theory: ωB97M-V with the def2-TZVPD basis set

XYZ file:
```
57
Properties=species:S:1:pos:R:3:forces:R:3:lowdin_charge:R:1
C -8.7855 -2.7974 -0.9122 -0.103 -0.036 -0.057 0.004
C -7.5257 -2.4084 -0.8760 0.146 0.043 0.144 -0.166
C -6.7179 -2.2861 0.3810 0.138 -0.249 0.019 -0.178
N -6.0835 -0.9885 0.4741 -0.571 0.083 0.000 0.090
C -4.7568 -0.8399 0.4165 0.017 0.422 0.093 -0.520
O -3.9328 -1.7228 0.3510 0.296 -0.300 -0.055 0.075
N -4.3083 0.5073 0.4569 0.495 -0.259 -0.045 0.196
C -5.0262 1.6540 0.5122 0.297 0.122 0.032 -0.416
O -6.2373 1.7135 0.5594 -0.212 0.266 0.014 0.075
C -4.1776 2.9210 0.5159 -0.529 0.458 -0.210 -0.059
O -2.7909 2.6473 0.5107 0.254 -0.105 0.132 -0.034
C -2.0786 3.0828 -0.5719 -0.590 0.203 -0.240 -0.432
O -2.5864 3.6949 -1.4766 0.335 -0.190 0.248 0.134
C -0.6691 2.6853 -0.4883 -0.178 -0.409 0.818 -0.128
C 0.1325 3.1037 -1.5690 0.262 0.266 -0.363 -0.201
N 0.8055 3.4948 -2.4126 0.173 0.089 -0.233 0.195
C -0.1505 2.0602 0.6099 -0.252 0.205 -0.454 0.059
C 1.1571 1.5428 0.7851 0.536 -0.184 -0.034 -0.165
C 1.8027 1.4596 2.0559 0.171 -0.105 -0.124 0.015
C 3.0461 0.9439 1.8587 -0.190 0.120 0.533 -0.268
C 4.1373 0.7197 2.8437 0.023 -0.002 -0.157 -0.021
N 3.1822 0.6599 0.5171 -0.261 0.335 0.052 -0.013
C 4.3380 0.0315 -0.0714 0.219 -0.558 -0.148 -0.125
C 4.2365 -1.4975 0.0003 0.198 0.006 -0.124 -0.147
C 5.4023 -2.2419 -0.6648 -0.030 0.087 0.019 -0.431
C 5.4603 -1.9900 -2.1701 -0.049 -0.156 0.240 -0.076
C 6.7425 -1.9058 -0.0139 -0.225 -0.178 -0.068 -0.077
C 2.0552 1.0099 -0.1469 -0.486 0.104 -0.106 -0.184
C 1.8476 0.6924 -1.5813 0.161 0.030 -0.076 -0.013
H -9.3296 -2.8832 -1.8367 -0.056 -0.009 -0.209 0.051
H -9.3237 -3.0579 -0.0153 -0.074 -0.015 0.234 0.055
H -6.9970 -2.1484 -1.7830 0.027 0.013 -0.172 0.104
H -5.9115 -3.0275 0.3804 -0.160 0.085 0.086 0.124
H -7.3515 -2.4464 1.2591 0.079 -0.074 -0.076 0.123
H -6.6618 -0.1544 0.4947 0.204 -0.012 0.009 0.121
H -3.2979 0.5950 0.4421 -0.251 -0.090 -0.005 0.149
H -4.4210 3.5006 1.4121 0.021 -0.144 -0.116 0.149
H -4.4380 3.5180 -0.3689 -0.039 -0.195 0.263 0.140
H -0.7981 1.9809 1.4751 -0.086 -0.001 -0.044 0.134
H 1.3908 1.7973 2.9857 -0.019 0.061 0.257 0.114
H 5.0114 1.3268 2.6050 0.096 0.007 0.063 0.084
H 3.7868 1.0009 3.8325 0.010 0.001 0.049 0.084
H 4.4451 -0.3249 2.8712 0.081 -0.065 0.064 0.073
H 5.2233 0.3709 0.4685 -0.051 0.070 -0.114 0.120
H 4.4182 0.3600 -1.1084 0.059 0.059 0.103 0.124
H 3.3033 -1.8127 -0.4718 -0.071 0.025 0.035 0.114
H 4.1809 -1.7967 1.0492 -0.071 0.017 0.048 0.111
H 5.2124 -3.3108 -0.5113 0.003 0.071 -0.003 0.134
H 5.7416 -0.9625 -2.3869 0.036 0.135 -0.083 0.075
H 4.4976 -2.1938 -2.6336 -0.102 0.001 -0.119 0.078
H 6.2007 -2.6416 -2.6277 0.081 -0.025 -0.109 0.078
H 6.6912 -2.0337 1.0651 0.058 0.014 0.152 0.078
H 7.0371 -0.8821 -0.2313 0.086 0.143 0.000 0.075
H 7.5179 -2.5647 -0.3968 0.135 -0.020 -0.016 0.078
H 2.3161 -0.2528 -1.8462 -0.003 -0.096 -0.028 0.072
H 0.7836 0.6216 -1.7927 -0.007 -0.033 -0.048 0.088
H 2.2531 1.4761 -2.2236 -0.029 -0.028 -0.069 0.078
```
Forces are in eV/Å.

Computed properties:
**E_tot**: -36382.5864 eV
**Total charge**: 0
**Kohn-Sham gap**: 8.01 eV
**Largest force on an atom**: 0.932 eV Å⁻¹